A 13-piece molecular cluster, C40H115N9O13 overall in a non-equilibrium geometry, computed with ωB97M-V/def2-TZVPD.

Element x y z (Å)
O1 -3.325 2.608 5.212
O2 -4.630 3.743 -1.202
O3 6.012 3.514 0.692
O4 -2.853 -1.095 -3.520
O5 4.322 0.524 -2.616
O6 -0.915 5.006 -3.982
O7 0.941 3.062 4.379
O8 0.963 -4.166 2.060
O9 0.976 -4.137 -3.469
O10 0.424 4.437 1.940
O11 -0.347 -1.999 6.737
O12 -6.642 0.310 -0.651
O13 0.072 0.527 0.950
N1 -2.818 -2.993 -1.430
N2 -1.237 -4.305 8.394
N3 2.525 4.541 -0.013
N4 1.647 2.224 -1.864
N5 1.429 6.824 -1.845
N6 4.856 -3.113 -2.470
N7 -2.439 -5.051 0.899
N8 -4.984 -1.873 0.397
N9 3.499 -5.110 -4.511
C1 0.529 0.012 -1.891
C2 -5.233 0.386 -0.592
C3 4.611 3.496 0.622
C4 -0.288 5.337 -2.746
C5 -0.009 -0.719 6.251
C6 1.981 5.553 -3.835
C7 -3.511 -3.425 8.277
C8 4.815 1.552 -3.434
C9 -3.212 0.022 -4.294
C10 4.958 -1.444 -0.670
C11 4.278 6.010 0.752
C12 -2.065 4.192 -3.773
C13 -2.111 -3.372 7.662
C14 4.713 -0.762 -3.082
C15 0.644 1.369 -1.194
C16 -1.487 -1.982 7.541
C17 6.637 3.163 -0.518
C18 3.958 4.731 -0.015
C19 -3.226 -0.287 0.730
C20 1.110 1.167 0.239
C21 0.866 6.278 -3.073
C22 -7.194 1.265 -1.537
C23 -1.060 -5.305 1.282
C24 -0.758 4.031 1.285
C25 -0.418 -6.160 0.212
C26 1.649 -5.212 -2.845
C27 -2.883 1.772 4.158
C28 -4.741 -0.442 0.581
C29 -3.174 -3.329 -2.817
C30 -3.456 4.029 -0.473
C31 -4.069 -4.556 -2.794
C32 1.554 -2.955 2.490
C33 -3.801 -2.141 -3.544
C34 2.485 -5.981 -3.860
C35 4.344 -1.819 -2.045
C36 -0.331 -3.967 1.515
C37 0.223 0.564 2.338
C38 3.193 -7.164 -3.229
C39 0.335 -3.341 -2.498
C40 2.326 3.360 4.534
H1 -2.340 0.676 -4.340
H2 5.344 6.243 0.692
H3 -1.032 5.833 -2.109
H4 -8.277 1.179 -1.491
H5 -4.930 1.419 -0.400
H6 -1.246 -1.639 8.559
H7 4.771 -2.225 0.070
H8 4.210 -0.983 -4.029
H9 2.690 2.996 5.493
H10 -3.978 -2.449 -4.585
H11 -5.204 -0.167 1.539
H12 2.306 4.721 -3.210
H13 -3.643 -2.687 -0.891
H14 0.003 -0.714 -1.267
H15 -0.549 3.256 0.539
H16 -0.033 0.041 7.035
H17 0.442 7.079 -3.692
H18 -2.652 -4.703 -0.030
H19 3.598 -7.854 -3.967
H20 4.056 -4.698 -3.756
H21 4.295 2.611 0.046
H22 -4.112 -4.956 -3.814
H23 -4.171 -2.860 7.618
H24 -0.311 1.894 -1.298
H25 -0.522 -3.882 -2.071
H26 -0.328 -4.358 7.950
H27 4.380 4.804 -1.030
H28 1.388 2.355 -2.837
H29 1.364 2.127 0.700
H30 2.464 4.448 4.521
H31 3.275 -1.794 -1.819
H32 -2.911 0.737 0.965
H33 3.792 6.883 0.311
H34 -4.765 -1.852 -3.111
H35 5.859 1.829 -3.259
H36 2.450 -7.763 -2.688
H37 2.275 7.349 -2.043
H38 4.611 1.391 -4.496
H39 0.070 0.054 -2.880
H40 -3.807 -4.468 8.312
H41 1.579 5.143 -4.765
H42 0.695 3.546 3.570
H43 6.010 -1.172 -0.762
H44 -3.703 -5.360 -2.156
H45 -2.943 -4.439 1.530
H46 1.796 -6.394 -4.602
H47 6.212 3.712 -1.358
H48 -5.344 4.337 -0.962
H49 0.575 -6.438 0.577
H50 1.358 -2.168 1.757
H51 2.506 1.672 -1.881
H52 -3.498 -2.988 9.277
H53 -4.822 -2.429 1.226
H54 -0.439 -0.160 2.826
H55 -3.130 5.055 -0.673
H56 -3.648 1.277 3.553
H57 -0.956 -7.091 0.034
H58 -0.285 -3.339 0.616
H59 -0.332 -5.645 -0.748
H60 2.285 -4.873 -2.016
H61 2.598 -3.239 2.657
H62 -3.463 -0.248 -5.323
H63 -4.012 0.611 -3.834
H64 0.956 -3.081 -1.633
H65 1.171 4.533 1.303
H66 5.865 -3.040 -2.573
H67 -5.115 -4.425 -2.503
H68 2.226 3.658 -0.440
H69 -0.694 -0.422 5.451
H70 0.783 7.503 -1.452
H71 -2.230 2.313 3.475
H72 0.992 -0.738 5.823
H73 4.254 2.459 -3.181
H74 4.201 3.372 1.627
H75 2.026 5.297 -0.492
H76 -2.263 -3.579 -3.366
H77 -1.686 3.199 -3.506
H78 3.975 -6.846 -2.538
H79 -0.108 1.527 2.743
H80 -5.935 -2.072 0.103
H81 0.949 -5.926 -2.388
H82 -2.819 4.604 -3.105
H83 -2.796 -1.036 1.387
H84 1.975 0.492 0.267
H85 -2.512 4.062 -4.760
H86 4.737 -3.764 -1.699
H87 1.547 -0.363 -2.027
H88 -4.821 -0.058 -1.506
H89 -4.045 2.118 5.624
H90 2.797 6.198 -4.163
H91 -0.072 -2.468 -3.006
H92 -6.849 2.278 -1.337
H93 2.925 -4.329 -4.832
H94 -1.170 -5.926 2.173
H95 -2.276 -1.320 7.154
H96 5.805 -0.707 -3.195
H97 -0.912 -3.437 2.286
H98 1.265 -2.629 3.500
H99 6.563 2.078 -0.690
H100 -3.564 3.863 0.602
H101 -2.794 -0.314 -0.278
H102 -6.930 0.980 -2.562
H103 -2.203 -3.716 6.625
H104 4.412 -0.601 -0.228
H105 1.217 0.267 2.693
H106 -1.152 4.903 0.750
H107 2.889 2.916 3.705
H108 -2.252 0.959 4.536
H109 -1.130 -3.923 9.329
H110 -2.264 -2.139 -1.484
H111 0.031 4.395 -2.285
H112 7.715 3.305 -0.439
H113 3.965 5.887 1.788
H114 -2.648 3.379 -0.809
H115 -1.532 3.662 1.956

Force components x, y, z for each atom (eV/Å):
-0.423 -0.389 -0.493
-0.074 -0.501 -0.347
0.290 0.429 0.269
-0.045 0.120 0.077
-0.125 -0.180 0.020
-0.510 0.404 0.414
0.311 0.094 0.107
-0.202 0.035 -0.156
0.600 -0.039 0.506
-0.077 -0.299 0.696
0.247 -0.195 -0.181
-0.305 0.288 0.286
-0.351 -0.311 -0.368
0.262 0.582 -0.324
-0.463 0.127 -0.240
-0.966 -0.396 0.269
0.121 -0.349 0.256
-0.215 0.371 0.506
-0.204 -0.203 -0.148
-1.225 -0.075 0.030
-0.578 -0.480 -0.870
-1.136 -0.145 0.197
0.236 -0.148 0.284
-0.396 -0.570 0.887
-0.672 -0.304 -0.206
-0.247 -0.119 -0.785
-0.024 0.135 -0.194
-0.892 -0.183 -0.402
0.811 0.586 -0.517
-0.696 1.138 -0.035
0.371 0.317 0.079
-0.866 0.677 0.040
0.488 -0.021 -0.342
0.898 -0.338 -1.327
0.657 -0.534 -0.369
-0.207 0.111 0.420
0.384 -0.267 -1.032
-1.259 -0.013 0.783
0.185 -0.740 0.080
0.495 0.225 0.058
-0.035 1.160 -1.225
-0.713 -0.031 0.243
0.386 -0.020 -0.394
0.000 -0.852 -0.513
-0.830 0.349 -0.961
0.410 0.585 -1.030
0.668 -0.268 0.181
0.045 -0.892 -0.031
0.964 -0.633 -0.178
0.643 -0.661 1.076
-0.665 0.145 1.120
0.254 0.383 0.096
-0.379 -0.596 -1.023
0.498 -0.886 0.439
0.241 -0.689 -0.520
0.818 0.178 -0.200
1.061 0.854 1.620
-0.116 -0.539 1.279
-0.533 -0.083 0.993
-0.733 -0.396 0.376
-1.001 -0.392 -0.050
-0.442 0.312 -0.262
0.076 -0.043 0.032
0.028 -0.231 0.263
0.166 0.028 0.213
-0.040 0.172 0.296
0.187 0.002 -0.464
0.091 0.201 -0.030
0.417 -0.344 -0.228
0.240 0.005 -0.120
-0.107 -0.202 -0.068
-0.129 0.148 -0.064
-0.226 0.664 -0.320
0.416 0.032 -0.005
0.090 -0.288 -0.341
-0.172 0.098 -0.090
-0.123 -0.075 0.095
-0.015 0.020 0.081
0.016 -0.116 -0.168
0.828 0.120 -0.039
0.263 0.315 -0.168
-0.068 -0.023 -0.322
-0.083 -0.030 -0.003
-0.058 -0.123 0.096
-0.286 -0.019 0.278
-0.063 -0.006 0.634
0.074 0.054 -0.031
0.061 0.121 0.124
-0.180 0.168 -0.080
-0.021 -0.012 -0.009
0.086 -0.052 0.077
0.206 -0.086 -0.028
-0.189 -0.524 -0.802
-0.260 -0.144 0.833
-0.331 -0.143 0.050
0.028 0.112 0.185
0.201 -0.548 -0.054
0.173 0.076 0.253
0.023 -0.114 -0.086
0.248 -0.300 -0.023
-0.143 0.122 0.063
-0.160 0.011 0.129
-0.111 -0.104 0.137
-0.168 -0.071 0.059
0.083 -0.203 0.180
0.364 0.179 0.028
0.238 -0.095 0.212
0.068 0.286 -0.257
0.199 0.005 -0.169
0.115 0.169 0.185
0.096 0.075 -0.332
0.428 0.163 0.060
0.062 0.149 -0.193
-0.209 -0.051 0.055
0.116 0.243 0.164
-0.176 -0.184 -0.505
0.034 0.009 0.255
-0.435 0.356 0.138
-0.223 0.087 0.147
-0.109 -0.195 -0.150
0.000 0.109 0.205
0.115 0.297 -0.050
0.180 0.576 -0.596
-0.202 -0.101 0.008
-0.247 -0.158 -0.063
0.379 0.182 -0.282
0.018 -0.106 0.055
-0.038 0.059 -0.119
0.111 0.581 0.146
0.342 0.456 -0.272
-0.119 0.095 0.038
0.045 -0.116 0.122
-0.186 0.360 0.154
0.070 -0.211 0.093
-0.033 -0.085 0.104
0.226 0.078 0.109
0.414 -0.130 -0.119
0.058 -0.016 0.096
-0.478 -0.111 0.616
0.043 -0.058 0.000
0.630 0.059 -0.013
0.009 0.231 0.060
-0.243 0.186 -0.090
0.199 0.005 0.300
0.191 0.085 0.008
0.334 0.264 -0.185
-0.129 0.121 0.057
-0.116 -0.065 -0.064
0.002 -0.099 -0.039
0.313 0.381 -0.116
0.037 0.284 0.224
0.117 0.105 0.459
0.205 0.140 0.112
-0.019 0.046 0.108
0.463 0.152 -0.240
0.668 0.394 0.365
0.248 0.208 -0.219
-0.009 -0.485 -0.269
-0.162 0.183 -0.238
-0.742 -0.028 -0.206
-0.466 0.044 -0.158
-0.150 0.134 0.006
0.154 -0.823 0.074
0.169 0.283 -0.130
0.098 -0.270 0.096
0.282 0.215 -0.281
0.194 0.445 -0.211
-0.299 -0.138 -0.031
0.230 0.013 0.198
-0.008 -0.003 0.166
0.286 -0.184 0.026
0.162 -0.169 0.163
0.272 0.184 0.372
-0.104 0.574 0.113
0.031 0.166 0.050
-0.226 -0.146 -0.196
0.309 0.074 0.351

strongest force on any atom	2.1	eV Å⁻¹
HOMO level	-8.35	eV
relative energy (zero: lowest compared OMol25 entry of this formula, charge and spin)	127.84	kJ/mol
orbital gap	0.318	hartree